*a*
DFT (ωB97M-V/def2-TZVPD) results for one molecule with the formula C19H20BNO5.

```
! RIJCOSX wB97M-V def2-TZVPD def2/J DEFGRID3
* xyz 0 1
H -0.77 -1.01 0.83
H 2.65 -2.70 -0.38
H 0.37 2.09 -2.52
H 2.91 -1.06 2.46
O 0.93 2.42 3.18
C -1.66 -0.54 -2.10
C -1.54 2.31 2.75
H -1.63 -1.63 -2.08
H 3.78 0.54 0.71
H -3.81 2.04 -1.62
C 1.92 1.56 2.88
C 0.10 0.65 1.97
C -0.51 0.17 -2.34
C -2.82 0.12 -1.72
C -0.21 1.85 2.65
C -2.28 0.24 1.70
H 0.59 -1.49 -3.12
C -1.71 2.21 -2.03
H 1.61 -1.47 1.35
O 3.63 -2.78 -0.28
H 5.97 -2.24 -0.04
C 1.51 0.46 2.13
C -2.86 1.54 -1.79
C 3.18 -0.34 0.46
N 2.32 -0.08 -0.72
H 2.99 1.75 3.05
H -1.79 3.26 3.21
C 2.33 -0.69 1.64
C -2.58 1.46 2.36
O 5.59 -1.43 0.32
C 0.78 -0.55 -2.56
O -4.00 -0.51 -1.29
H -3.07 -0.41 1.40
H -4.86 -2.18 -0.51
C -3.94 -1.91 -1.04
C -0.53 1.56 -2.29
H 1.45 0.01 -3.20
O 0.89 -1.82 -0.58
C 1.33 -0.88 -1.20
H -3.58 1.75 2.56
H -3.04 -2.13 -0.42
C -0.98 -0.14 1.45
B 4.21 -1.56 0.14
H -1.70 3.29 -2.04
H 2.70 0.69 -1.31
H -3.84 -2.44 -2.00
*
```

Summary:
E_LUMO = 0.373 eV
HOMO energy = -8.00 eV
SMILES = COc1cccc(CC(=O)N[C@@H](Cc2coc3ccccc23)B(O)O)c1

***

*b*
DFT (ωB97M-V/def2-TZVPD) results for one molecule with the formula C19H20BNO5.

```
! RIJCOSX wB97M-V def2-TZVPD def2/J DEFGRID3
* xyz 0 1
H 3.17 -2.58 2.17
C -1.41 0.12 3.74
H -3.41 1.35 0.23
H 3.93 0.79 -1.25
H -1.61 -1.15 1.18
C -1.01 1.97 -2.96
H 0.09 -0.66 6.73
O -3.98 1.13 -0.57
C -0.84 -0.40 1.31
H 3.04 -2.12 -4.10
H 1.98 -3.70 2.90
C 0.80 -1.09 4.73
H -1.86 0.68 5.78
H -0.75 0.27 -1.21
H -1.61 2.38 -3.79
C -0.54 -0.17 -4.39
C 0.59 -1.07 3.34
C 3.25 0.47 -1.99
C 1.98 0.97 -2.07
H -0.17 2.67 -2.81
C -1.74 1.92 -1.58
C 2.74 -1.22 -3.57
H -1.44 -0.22 -5.03
H -1.99 2.97 -1.26
C 2.36 -2.63 2.86
C -1.19 0.08 5.15
B -3.16 1.32 -1.69
H 1.60 -1.66 5.12
O -2.14 1.54 1.34
O 1.41 -1.68 2.39
C -0.07 -0.55 5.68
H -2.37 0.60 3.45
H 1.72 1.92 -1.53
C -0.30 0.75 -3.39
H -4.49 0.66 -2.59
C 3.66 -0.59 -2.80
H 2.75 -2.37 3.87
C -0.56 -0.44 2.79
C 1.45 -0.69 -3.71
C -1.38 0.81 0.73
N -1.10 1.01 -0.62
O 0.45 -1.05 -4.61
H 4.67 -0.99 -2.83
O -3.67 1.01 -2.94
H 0.09 -0.74 0.76
C 1.03 0.41 -2.99
*
```

Summary:
E_LUMO = 0.564 eV
HOMO energy = -8.45 eV
SMILES = COc1ccccc1CC(=O)N[C@@H](Cc1coc2ccccc12)B(O)O

***

*a* wins, 115.0 kJ/mol ahead of the next structure.

***

*a*
DFT (ωB97M-V/def2-TZVPD) results for a 6-piece molecular cluster, C12H36O6 overall.

```
! RIJCOSX wB97M-V def2-TZVPD def2/J DEFGRID3
* xyz 0 1
H -1.25 -4.44 -2.87
H 4.67 -1.39 0.62
H -2.06 -3.67 3.07
H 3.56 5.30 -4.51
H -1.74 -1.49 1.59
H -1.64 -0.02 -1.60
H -1.00 -2.74 -2.98
C -3.08 3.92 3.05
H 0.95 0.97 -0.30
H 1.01 -4.09 -2.43
H -4.66 -2.80 1.62
H 3.03 3.26 -3.31
O 0.83 -2.47 -1.20
O -2.37 -1.75 2.29
H -4.50 -3.07 3.36
H 0.35 -4.53 -0.91
O 3.46 -2.82 -0.21
C 2.32 4.09 -3.35
H 2.64 -0.53 2.11
H -3.71 3.76 3.92
H -1.81 -3.38 -1.52
C -4.12 -3.36 2.38
H 1.72 -2.55 -0.83
C -1.03 -3.56 -2.26
C 3.61 -1.54 0.41
O 4.16 5.36 -2.51
H 0.74 0.19 -1.82
H 2.52 6.27 -3.40
H 0.17 1.82 -1.72
H 4.68 6.16 -2.65
H 1.61 4.01 -2.53
C 2.78 -1.51 1.66
O -2.79 1.59 3.23
H 3.32 -0.75 -0.29
C 0.35 -3.72 -1.64
H -1.68 1.14 -0.20
C -1.12 0.37 -0.72
C -2.61 -3.15 2.28
H -4.39 -4.40 2.18
H -2.20 0.83 3.10
H 4.12 -2.99 -0.89
H -3.77 4.03 2.20
H -1.22 2.94 3.48
H -1.78 2.68 1.81
H -2.61 4.90 3.10
H 1.76 -1.87 1.50
C 3.13 5.37 -3.50
C 0.26 0.90 -1.13
C -2.10 2.78 2.85
H 1.78 3.93 -4.29
H 3.23 -2.16 2.42
H -0.38 -1.43 -0.21
O -0.95 -0.74 0.17
H -2.20 -3.63 1.38
*
```

Summary:
E_LUMO = 0.490 eV
HOMO energy = -9.46 eV
SMILES = CCO.CCO.CCO.CCO.CCO.CCO

***

*b*
DFT (ωB97M-V/def2-TZVPD) results for a 6-piece molecular cluster, C12H36O6 overall.

```
! RIJCOSX wB97M-V def2-TZVPD def2/J DEFGRID3
* xyz 0 1
C -14.43 15.94 -13.34
H -13.55 24.59 -17.20
H -9.74 23.01 -4.30
H -14.34 22.49 -18.17
H -3.44 25.78 -19.61
H -6.86 19.30 -13.38
H -2.04 23.14 -16.07
H -14.92 18.42 -14.05
O -12.54 22.15 -17.22
H -1.26 25.59 -15.63
H -15.46 16.28 -13.24
O -10.55 22.73 -4.74
H -6.51 19.82 -15.72
O -4.90 24.57 -20.44
C -13.28 22.72 -18.26
H -3.01 24.16 -20.07
H -7.99 22.02 -15.38
H -3.73 23.72 -15.08
C -3.09 25.36 -21.80
H -13.52 17.78 -12.53
H -13.73 24.83 -18.98
H -3.40 24.76 -22.66
H -14.12 15.36 -12.46
H -12.13 24.57 -18.19
H -14.34 15.21 -14.14
O -7.13 21.65 -15.57
C -1.90 23.63 -15.10
C -3.59 25.02 -20.38
H -8.20 19.97 -15.27
C -13.19 24.30 -18.19
C -6.93 20.34 -13.68
C -0.90 24.76 -15.02
H -7.74 20.80 -13.11
H 0.03 24.45 -15.50
H -9.02 21.55 -6.25
H -12.82 22.36 -19.18
O -3.08 24.30 -14.69
H -2.07 24.97 -21.78
H -3.22 26.40 -22.11
H -5.13 24.52 -19.51
H -9.24 22.35 -7.71
H -12.55 17.10 -13.74
H -10.33 21.03 -7.21
C -7.22 20.41 -15.14
C -13.59 17.21 -13.45
H -6.04 20.83 -13.29
H -0.68 25.18 -14.04
C -9.82 21.94 -6.89
H -11.64 23.20 -6.43
H -1.56 22.86 -14.41
C -10.60 23.06 -6.14
O -14.12 18.01 -14.37
H -9.98 23.93 -6.36
H -13.04 21.44 -16.80
*
```

Summary:
E_LUMO = 0.395 eV
HOMO energy = -10.00 eV
SMILES = CCO.CCO.CCO.CCO.CCO.CCO

***

*a* wins, 258.9 kJ/mol ahead of the next structure.

***

*a*
DFT (ωB97M-V/def2-TZVPD) results for one molecule with the formula C5H3NO.

```
! RIJCOSX wB97M-V def2-TZVPD def2/J DEFGRID3
* xyz 0 1
C 0.59 0.26 -0.22
C 1.91 -0.21 -0.06
H 0.83 2.11 0.49
C 0.01 1.36 0.40
O -1.16 1.59 0.71
N 2.95 -0.71 0.01
C -0.61 -1.20 -0.41
H -2.73 -0.32 -0.08
H -0.03 -2.10 -0.63
C -1.76 -0.77 -0.21
*
```

Summary:
E_LUMO (alpha / beta) = -2.189 / -2.188 eV
HOMO energy (alpha / beta) = -8.99 / -8.99 eV

***

*b*
DFT (ωB97M-V/def2-TZVPD) results for one molecule with the formula C5H3NO.

```
! RIJCOSX wB97M-V def2-TZVPD def2/J DEFGRID3
* xyz 0 1
C -0.69 -1.21 0.09
O -2.25 0.25 0.03
C -0.05 0.06 0.08
C -1.10 0.92 0.04
N -1.99 -1.11 0.06
H -0.22 -2.19 0.12
C 2.54 0.44 -0.12
H 3.58 0.52 -0.32
H -1.18 2.00 0.01
C 1.35 0.31 0.01
*
```

Summary:
E_LUMO = 0.918 eV
HOMO energy = -9.50 eV
SMILES = C#Cc1cnoc1

***

*b* wins, 240.8 kJ/mol ahead of the next structure.

***

*a*
DFT (ωB97M-V/def2-TZVPD) results for an isolated ion of composition C3H7N2 and charge +1.

```
! RIJCOSX wB97M-V def2-TZVPD def2/J DEFGRID3
* xyz 1 3
N 0.77 0.07 0.66
C -0.52 0.40 0.31
H 2.32 0.22 -0.60
H -1.51 -0.71 -0.90
H 0.20 2.32 0.97
N 0.23 1.47 0.41
C -1.65 -0.34 0.07
C 1.55 -0.46 -0.37
H 1.99 -1.45 -0.03
H -1.71 -1.30 0.64
H -2.56 0.37 0.10
H 0.87 -0.59 -1.26
*
```

Summary:
E_LUMO (alpha / beta) = -3.919 / -8.877 eV
HOMO energy (alpha / beta) = -12.31 / -17.32 eV

***

*b*
DFT (ωB97M-V/def2-TZVPD) results for a 2-piece molecular cluster, C3H7N2 overall.

```
! RIJCOSX wB97M-V def2-TZVPD def2/J DEFGRID3
* xyz 1 3
H -1.73 -0.75 1.38
N -0.34 1.21 -0.05
N 2.24 0.42 0.66
C -0.68 -0.27 -0.41
H -1.51 -2.17 0.16
H -0.25 -0.47 -1.36
H 2.03 -1.25 -0.75
C 2.14 -0.45 -0.08
H -0.75 1.83 -0.79
C -1.36 -1.07 0.42
H 0.76 1.36 -0.01
H -0.54 1.62 0.82
*
```

Summary:
E_LUMO (alpha / beta) = -3.529 / -7.737 eV
HOMO energy (alpha / beta) = -11.21 / -17.55 eV

***

*b* wins, 113.0 kJ/mol ahead of the next structure.

***

*a*
DFT (ωB97M-V/def2-TZVPD) results for a 2-piece molecular cluster, C3H10NO2P overall.

```
! RIJCOSX wB97M-V def2-TZVPD def2/J DEFGRID3
* xyz 0 1
H 0.84 -2.93 0.07
H 1.84 1.67 -2.33
H -1.49 0.93 -1.62
C 2.18 1.02 -1.50
H -0.75 -0.36 3.25
H 2.59 0.04 -1.79
P 0.51 0.70 -0.53
H -0.64 -1.69 -0.55
H -1.97 1.23 2.05
C 0.45 -1.89 -0.25
O 1.14 -0.85 -0.15
H 2.89 1.64 -0.80
C -1.79 0.29 1.58
H -2.80 -0.24 1.47
H -1.57 0.59 0.58
N -0.60 0.44 -1.62
O -0.82 -0.60 2.15
*
```

Summary:
E_LUMO (alpha / beta) = -0.607 / -0.610 eV
HOMO energy (alpha / beta) = -7.30 / -7.30 eV

***

*b*
DFT (ωB97M-V/def2-TZVPD) results for a 2-piece molecular cluster, C3H10NO2P overall.

```
! RIJCOSX wB97M-V def2-TZVPD def2/J DEFGRID3
* xyz 0 1
C -0.63 -2.15 0.77
H -1.47 -2.08 1.32
H 4.25 0.25 -0.15
C -2.22 1.43 0.20
H -0.54 -2.91 0.01
H 0.35 -2.03 1.32
O -1.54 0.36 0.81
H 2.95 1.61 -0.08
C 3.06 0.44 -0.34
H -1.68 2.26 -0.21
H -3.10 1.17 -0.53
H -1.05 -0.60 -2.44
H 2.88 0.29 -1.47
P -0.68 -0.56 -0.21
O 2.38 -0.17 0.63
N -1.38 -0.24 -1.56
H -2.72 1.78 1.00
*
```

Summary:
E_LUMO (alpha / beta) = -0.356 / -1.461 eV
HOMO energy (alpha / beta) = -9.72 / -7.27 eV

***

*a* wins, 63.4 kJ/mol ahead of the next structure.

***

*a*
DFT (ωB97M-V/def2-TZVPD) results for one molecule with the formula C25H35N5O4.

```
! RIJCOSX wB97M-V def2-TZVPD def2/J DEFGRID3
* xyz 0 1
H -4.92 3.49 -0.95
H 3.89 -1.35 1.31
H -2.43 3.93 2.54
C 4.00 -1.86 -2.32
O -0.41 -0.28 -0.87
C 1.63 -3.23 1.89
H -4.17 4.16 2.62
H 2.40 -0.04 2.74
H -2.11 4.80 -0.40
C -3.81 -2.41 0.97
H 6.50 -2.63 -1.45
N 0.70 -0.40 1.64
C 0.02 0.63 2.15
H -4.67 -1.46 -0.75
C -2.19 -0.24 1.19
N 2.60 -3.44 -3.11
C -2.17 -1.31 2.08
C 0.32 0.70 -3.22
C -2.28 3.73 -0.27
C 2.71 -2.16 -2.84
N -0.96 1.65 0.15
H -4.66 5.09 -0.27
C 1.81 -2.15 2.96
C -4.74 4.04 -0.03
H 2.05 -4.18 2.22
C -3.48 3.54 0.67
H 0.57 -3.39 1.70
C 1.58 0.00 -2.74
H -1.83 1.67 2.03
N 1.65 -1.32 -3.10
H 3.14 -3.36 0.32
H -0.47 -0.02 -3.42
H 0.97 -2.09 3.65
H 0.73 2.35 -1.93
H 0.33 -0.85 0.81
O 3.79 -4.01 -2.78
H 6.55 -3.85 -2.74
C -3.95 -1.39 0.05
C 5.98 -3.48 -1.88
H 1.62 -2.65 -0.20
H -3.20 0.52 -0.55
H -3.61 2.48 0.88
C -3.29 4.29 1.99
H -1.49 -1.32 2.92
H -0.75 3.40 1.23
H 5.92 -4.28 -1.15
H -0.95 2.31 -2.52
H 0.57 1.23 -4.15
H 2.72 -2.32 3.53
H -3.16 5.36 1.80
O 2.45 0.57 -2.13
C -0.51 0.94 -0.90
C -0.12 1.70 -2.16
C -1.29 0.95 1.39
H -5.61 3.90 0.61
H -2.53 3.32 -1.25
C 1.97 -0.86 2.15
C 2.85 -1.30 0.98
N -2.95 -2.37 1.97
H 4.36 -0.90 -2.02
C -3.12 -0.29 0.16
C -0.96 3.10 0.20
H 2.79 -0.61 0.14
H -4.43 -3.30 0.93
C 2.33 -2.70 0.63
C 4.62 -3.07 -2.31
O 0.38 1.32 3.09
H 0.85 -1.78 -3.49
H -0.15 3.49 -0.41
*
```

Summary:
E_LUMO = 0.494 eV
HOMO energy = -9.09 eV
SMILES = Cc1cc(NC(=O)CCC(=O)N(CCC(C)C)[C@H](C(=O)NC2CCCC2)c2cccnc2)no1

***

*b*
DFT (ωB97M-V/def2-TZVPD) results for one molecule with the formula C25H35N5O4.

```
! RIJCOSX wB97M-V def2-TZVPD def2/J DEFGRID3
* xyz 0 1
H -0.25 2.98 -3.16
H 2.95 4.10 -1.53
H -2.75 -0.93 -1.53
H 4.84 -0.81 4.21
H -3.80 1.21 -1.17
C 4.56 0.49 1.01
C 1.24 -2.21 -1.05
N 2.65 -0.57 -0.16
C 2.28 3.67 -2.26
H -0.13 4.48 -1.09
N 0.48 -3.83 -2.31
H 4.83 1.49 1.33
H 4.55 0.85 3.70
H 2.18 -3.85 -3.60
C 1.49 -1.22 0.01
C -1.91 -1.03 -0.83
C -3.15 -1.50 1.70
H -7.58 0.70 1.94
C -4.43 0.35 0.72
C -2.03 0.02 0.28
H -0.97 -0.89 -1.38
H 5.10 0.28 0.08
C 0.25 2.21 -2.57
C 2.66 1.87 0.11
N -3.21 -0.19 1.09
H 1.81 4.46 -2.84
C 0.41 3.71 -0.56
O 1.79 1.72 -0.87
H 6.08 -0.42 2.16
C 1.69 -3.42 -2.75
C 4.99 -0.52 2.08
H 2.48 0.41 1.62
O 3.09 2.92 0.52
C 3.06 0.51 0.70
C -5.54 0.24 1.57
H -0.29 3.09 -0.01
H -5.93 2.21 -1.69
O 0.74 -1.05 0.96
H -5.44 -0.28 2.51
C 4.39 -0.19 3.44
H 3.60 -2.13 1.68
H 2.85 3.03 -2.93
C 1.19 2.85 -1.56
C -3.10 -2.58 0.60
H -2.23 -1.56 2.29
C 0.15 -3.05 -1.23
N -1.95 -2.35 -0.25
H 5.12 -2.65 2.40
H -1.16 -0.08 0.94
C -4.61 1.08 -0.46
H 0.81 1.56 -3.25
N 2.17 -2.45 -2.03
O -1.25 -4.49 -0.04
C -1.07 -3.35 -0.44
H 5.07 -2.19 0.70
H -3.01 -3.57 1.03
H -0.09 -4.59 -2.66
H 3.32 -0.39 3.45
H -4.00 -1.68 2.34
C -6.91 1.52 0.08
H -2.03 1.03 -0.13
H -0.50 1.61 -2.06
C 4.67 -1.96 1.69
H 1.09 4.18 0.15
C -5.83 1.65 -0.77
H -7.87 1.96 -0.17
H -4.02 -2.52 0.00
C -6.75 0.81 1.26
H 3.17 -0.77 -1.00
*
```

Summary:
E_LUMO = 0.550 eV
HOMO energy = -7.59 eV
SMILES = CC(C)C[C@H](NC(=O)c1nc[nH]c1C(=O)N1CCN(c2ccccc2)CC1)C(=O)OC(C)(C)C

***

*b* wins, 110.7 kJ/mol ahead of the next structure.

***

*a*
DFT (ωB97M-V/def2-TZVPD) results for an isolated ion of composition C4H11N2S and charge -1.

```
! RIJCOSX wB97M-V def2-TZVPD def2/J DEFGRID3
* xyz -1 1
H 2.94 -1.91 0.14
H 1.45 1.12 1.33
H -2.13 1.83 -0.52
H -1.16 -0.40 -1.71
C -1.80 -0.28 -0.81
H 0.12 -0.07 1.51
N 2.33 -1.35 0.71
H 2.05 0.27 -0.74
C 1.54 -0.44 -0.10
C 0.74 0.50 0.78
H 0.20 1.59 -0.83
H 0.82 -1.03 -0.68
S -3.56 -0.26 -1.32
H 1.85 -1.92 1.39
H -2.05 1.00 0.99
N -0.16 1.50 0.12
C -1.59 1.03 0.01
H -1.58 -1.17 -0.25
*
```

Summary:
E_LUMO = 3.463 eV
HOMO energy = -2.29 eV
SMILES = NCCNCC[S-]

***

*b*
DFT (ωB97M-V/def2-TZVPD) results for C4H11N2S as an isolated structure.

```
! RIJCOSX wB97M-V def2-TZVPD def2/J DEFGRID3
* xyz -1 1
N -0.54 1.11 -0.96
N -1.46 -2.30 0.46
S 2.16 1.51 0.86
H 0.66 -0.13 -2.17
H 0.76 0.58 2.57
H 0.35 1.35 -0.45
C -1.22 0.13 -0.17
C -0.15 0.62 -2.28
H -0.48 -0.39 0.69
H 0.40 1.40 -2.79
H -2.31 -1.98 0.94
C -0.92 -1.30 -0.19
H 1.89 -0.65 1.95
H -0.14 -1.61 -0.88
C 1.79 0.42 2.20
H -0.92 0.20 -2.92
H -2.25 0.42 0.04
H 2.38 0.62 3.10
*
```

Summary:
E_LUMO = 3.833 eV
HOMO energy = -2.77 eV

***

*a* wins, 217.0 kJ/mol ahead of the next structure.

***

*a*
DFT (ωB97M-V/def2-TZVPD) results for one molecule with the formula C7H12N2O2.

```
! RIJCOSX wB97M-V def2-TZVPD def2/J DEFGRID3
* xyz 0 1
C 0.73 0.54 -0.76
O -0.79 -2.17 2.23
O -1.71 -1.66 0.19
C -2.65 -0.90 2.00
H 0.34 1.51 -2.52
H 0.15 1.47 0.94
H 1.29 -1.71 -1.20
H 2.27 2.06 -1.19
C 0.28 0.49 -2.15
H 0.96 -0.05 -2.66
H 2.16 1.23 0.60
H -0.70 0.06 -2.37
C -0.28 1.27 0.06
H -1.21 0.81 0.22
H -3.38 -0.48 1.40
C 0.88 -1.03 -0.43
H -2.58 -0.63 3.07
N 0.48 -1.70 1.96
C 0.88 -1.39 0.84
H -0.41 2.36 -0.39
C 2.14 1.13 -0.53
H 2.93 0.35 -0.71
N -1.77 -1.56 1.39
*
```

Summary:
E_LUMO = 0.822 eV
HOMO energy = -8.70 eV
SMILES = C=[N+]([O-])ON=C=CC(C)(C)C

***

*b*
DFT (ωB97M-V/def2-TZVPD) results for one molecule with the formula C7H12N2O2.

```
! RIJCOSX wB97M-V def2-TZVPD def2/J DEFGRID3
* xyz 0 1
H 4.38 -1.99 0.45
H -2.06 1.52 -0.28
H -1.32 0.95 -1.74
H 0.32 2.53 -0.41
C 1.29 0.63 -0.88
H -1.39 0.52 1.68
C -0.57 -1.50 -0.03
C -2.09 -0.24 1.43
H -3.03 0.28 1.10
C 2.50 0.30 -0.06
N 0.03 -2.42 -0.31
O -2.69 -0.99 -0.86
H -3.15 -1.66 -0.36
N 3.04 -0.80 -0.16
H 2.75 1.00 0.72
H 0.34 1.32 0.86
C -1.21 0.87 -0.61
O 4.21 -0.95 0.53
C -1.65 -0.53 0.00
H 1.70 1.09 -1.77
C 0.19 1.47 -0.21
H -2.43 -1.05 2.09
H 0.83 -0.35 -1.19
*
```

Summary:
E_LUMO = 0.763 eV
HOMO energy = -9.48 eV
SMILES = C[C@](O)(C#N)CCC/C=N/O

***

*b* wins, 451.1 kJ/mol ahead of the next structure.